[1]
A structure of composition C6H36CoO21 at a distorted geometry, computed with wB97M-V/def2-TZVPD.

The geometry in XYZ format:
```
64
Properties=species:S:1:pos:R:3:forces:R:3:lowdin_spin:R:1
Co 7.30280 -11.48326 -3.62798 1.9 -0.9 2.1 2.800
C 8.75221 -15.39855 0.14177 -1.5 3.1 -2.7 0.001
C 10.03721 -15.73094 -0.24101 0.6 -2.6 2.2 -0.001
C 10.80222 -15.03372 -1.33827 4.3 -0.7 -0.7 0.001
O 12.04713 -15.26251 -1.66167 -3.0 -0.6 1.4 0.008
C 10.18353 -14.07803 -2.07043 -4.8 3.7 0.2 0.008
C 8.82750 -13.54937 -1.73316 4.0 -6.6 2.4 0.009
C 8.01985 -14.33877 -0.55773 2.8 -1.7 1.5 0.007
O 6.89666 -14.01402 -0.17676 -0.6 1.5 -1.0 0.005
O 8.25412 -12.79376 -2.45390 -3.3 4.3 -3.2 0.070
O 10.52912 -16.69884 0.42481 0.8 0.8 -1.3 -0.002
H 8.28379 -16.00924 0.89942 -0.3 0.3 0.0 0.000
H 10.66862 -13.49170 -2.83678 0.3 -0.4 -0.2 0.000
O 5.87280 -11.30544 -2.01076 0.1 0.6 -1.2 0.021
H 6.00743 -11.58407 -1.10497 0.6 -0.7 0.5 0.001
H 4.95474 -11.03673 -2.04527 -0.4 0.0 -0.2 0.002
O 4.49865 -14.59135 -1.03590 -1.0 0.0 -0.6 0.000
H 4.19357 -15.17745 -0.34334 -0.2 -0.1 0.1 0.000
H 5.39291 -14.36401 -0.78129 0.6 0.1 0.2 0.000
O 12.04556 -12.28531 -4.27163 -0.6 0.8 -0.1 0.000
H 12.60305 -12.05927 -3.52710 0.3 0.0 0.1 0.000
H 12.22356 -13.21203 -4.43210 0.1 -1.0 -0.2 0.000
O 10.29397 -15.91988 3.44063 0.2 0.0 0.3 0.000
H 9.35483 -15.74857 3.51066 -0.3 0.2 0.1 0.000
H 10.41402 -16.23660 2.54536 0.2 -0.2 -0.4 0.000
O 9.00408 -16.61683 -3.75353 -0.1 -0.3 -0.1 0.000
H 9.30290 -15.77741 -3.40378 0.2 0.4 0.2 0.000
H 8.10035 -16.45576 -4.02475 -0.3 -0.1 0.0 0.000
O 11.77487 -18.29382 -2.13242 0.1 0.1 -0.7 0.000
H 11.77342 -18.82869 -1.33860 0.0 -0.4 0.0 0.000
H 11.51104 -17.42293 -1.83549 0.2 0.2 0.1 0.000
O 10.73926 -10.70316 -1.58635 -0.3 0.5 -0.2 0.000
H 10.90132 -11.56348 -1.97340 0.0 -0.5 -0.1 0.000
H 11.58735 -10.43574 -1.23215 0.3 0.1 0.2 0.000
O 13.15347 -18.31967 2.15909 0.3 0.3 0.3 0.000
H 13.00596 -19.15901 2.59495 0.0 -0.2 0.0 0.000
H 12.51752 -18.30563 1.44385 0.1 -0.1 -0.1 0.000
O 8.82993 -11.77436 -5.07791 -1.1 0.4 -0.1 0.024
H 8.89199 -11.34411 -5.93070 -0.1 0.2 -0.3 0.002
H 9.59931 -12.34251 -5.03919 0.7 -0.5 0.6 0.001
O 8.43969 -9.88792 -2.89944 -1.4 0.2 -0.5 0.039
H 8.04606 -9.05736 -2.63213 -0.3 0.2 0.2 0.001
H 9.38303 -9.73320 -2.85039 1.1 -0.7 0.3 0.002
O 13.33551 -13.59120 0.47364 0.2 0.6 0.0 0.000
H 12.71305 -13.80400 -0.22170 0.0 -0.4 -0.3 0.000
H 12.95901 -13.98387 1.26122 0.0 -0.2 0.3 0.000
O 8.29027 -18.55970 0.95493 -0.4 -0.4 0.3 0.000
H 8.85636 -17.81007 0.77102 0.6 0.2 -0.1 0.000
H 8.14948 -18.96923 0.10129 0.0 -0.1 -0.3 0.000
O 8.78992 -13.15007 2.52275 -0.2 0.3 0.3 0.000
H 8.61970 -13.64411 1.72076 0.0 -0.3 -0.2 0.000
H 9.44393 -12.49877 2.26916 0.3 0.1 0.0 0.000
O 11.25466 -19.55200 0.23835 0.3 -0.5 0.1 0.000
H 10.68906 -20.00526 0.86355 -0.3 -0.1 0.1 0.000
H 11.07271 -18.62296 0.37986 -0.6 0.7 0.0 0.000
O 5.83789 -15.02904 2.05782 -0.4 -0.2 0.7 0.000
H 6.24055 -14.84014 1.21023 0.3 0.3 -0.4 0.000
H 5.18938 -15.70744 1.86957 -0.1 -0.3 0.2 0.000
O 14.77033 -14.78866 -2.98054 0.1 0.3 -0.5 0.000
H 15.27156 -14.70231 -2.16965 0.1 0.0 0.3 0.000
H 13.98568 -15.27477 -2.72704 -0.3 -0.2 0.4 0.000
O 11.91078 -15.22970 -4.66225 -0.2 0.7 -0.5 0.000
H 12.78595 -15.50088 -4.93935 0.3 -0.2 -0.1 0.000
H 11.87291 -15.45467 -3.73264 0.0 -0.2 0.7 0.000
```
Forces are in eV/Å.

Summary:
Gap between HOMO and LUMO (alpha / beta): 5.05 / 4.37 eV
HOMO (alpha / beta): -8.28 / -8.27 eV
⟨S²⟩: 3.756
2S+1: 4


[2]
A cluster of 2 separate species, C3H10S2 in total at a distorted geometry, computed with wB97M-V/def2-TZVPD.

The geometry in XYZ format:
```
15
Properties=species:S:1:pos:R:3:forces:R:3:nbo_charge:R:1
C -1.14785 1.58178 -0.37808 0.2 -0.2 1.2 -0.743
S -1.36417 -0.04447 -1.12229 0.0 0.1 -0.3 0.171
C -2.05827 -0.90038 0.32365 0.4 -0.1 -0.2 -0.744
H -0.48873 1.44105 0.48545 0.2 0.2 -0.2 0.205
H -2.08388 1.90649 0.07242 -0.2 0.3 -0.4 0.209
H -0.70169 2.34747 -1.01255 -0.2 -0.3 -0.2 0.240
H -1.39405 -1.71744 0.58509 -0.1 -0.4 -0.1 0.218
H -2.03625 -0.25352 1.19308 -0.3 0.3 0.0 0.220
H -3.06194 -1.25662 0.09604 0.1 0.0 0.2 0.225
C 2.30977 -0.66043 0.44117 0.4 0.2 -0.1 -0.726
S 2.65391 0.49073 -0.91751 0.0 0.1 -0.1 -0.052
H 2.75472 -0.16177 1.30060 -0.1 -0.2 0.2 0.222
H 1.24899 -0.82523 0.60343 -0.1 0.0 -0.1 0.212
H 2.83424 -1.59884 0.28235 -0.1 0.0 0.0 0.222
H 2.53521 -0.34883 -1.95284 -0.1 -0.1 0.1 0.122
```
Forces are in eV/Å.

Summary:
Gap between HOMO and LUMO: 9.27 eV
HOMO: -8.39 eV
SMILES string: CSC.CS
Relative energy (zero: lowest compared OMol25 entry of this formula, charge and spin): 12.6 kcal/mol


[3]
The molecule C4H3IS at a distorted geometry, computed with wB97M-V/def2-TZVPD.

The geometry in XYZ format:
```
9
Properties=species:S:1:pos:R:3:forces:R:3:nbo_charge:R:1
S 0.87591 -1.48916 -1.61229 0.0 -0.6 4.4 0.108
C 0.17763 0.02366 -1.51795 -1.4 4.8 1.3 -0.355
C -0.23913 0.86171 -0.44502 -0.1 0.1 -2.7 -0.348
C -0.33943 0.42794 0.89664 -0.2 -1.0 1.4 -0.090
C -0.50668 -0.04861 2.01345 0.7 0.0 -0.6 -0.259
I -0.31088 -0.95664 3.82911 -0.2 0.6 -0.9 0.289
H 0.78917 -1.34968 -0.03197 0.5 -1.2 -3.0 0.187
H 0.16775 0.57608 -2.45241 -0.2 -0.2 -0.2 0.221
H -0.61434 1.95470 -0.67956 0.9 -2.5 0.3 0.246
```
Forces are in eV/Å.

Summary:
Gap between HOMO and LUMO: 8.17 eV
HOMO: -8.10 eV
SMILES string: S/C=C\C#CI
Relative energy (zero: lowest compared OMol25 entry of this formula, charge and spin): 27.2 kcal/mol


[4]
A structure of composition C40H49Br2N5O5SiTi at a distorted geometry, computed with wB97M-V/def2-TZVPD.

The geometry in XYZ format:
```
103
Properties=species:S:1:pos:R:3:forces:R:3:lowdin_spin:R:1
Ti -2.00499 0.43619 -1.57971 0.6 -0.8 -0.3 0.961
C -3.37454 0.55706 1.58262 -1.0 0.4 0.5 0.001
O -2.88715 -0.16251 0.49186 0.2 -1.0 -1.5 0.011
C -3.27284 -1.51946 0.31611 0.5 0.5 -1.2 0.027
C -3.24926 -2.46955 1.33183 -0.7 1.3 -2.3 -0.002
C -3.68874 -3.74684 1.04409 0.1 -0.3 0.0 0.033
C -3.93449 -4.10771 -0.26712 -0.5 0.6 -1.2 -0.003
C -3.81679 -3.15581 -1.31152 0.2 -1.4 1.4 0.035
C -3.50055 -1.84179 -1.07590 -0.6 -0.9 1.9 0.013
N -3.45006 -0.92624 -2.08381 1.3 1.9 -0.5 0.124
N -3.72136 -1.34770 -3.34567 -0.5 0.2 0.5 0.389
C -3.53287 -0.44264 -4.34370 1.8 0.5 -0.8 -0.004
C -2.93578 0.84206 -4.23183 -0.2 0.9 0.4 0.121
O -2.64436 1.46489 -3.08330 -0.1 -0.6 0.5 0.088
C -2.59146 1.62035 -5.37218 -0.1 -0.7 0.6 -0.012
C -2.72408 1.07275 -6.60707 0.5 2.0 -0.6 0.105
C -3.13865 -0.21433 -6.83368 -0.6 -2.2 0.5 0.008
C -3.08936 -0.87749 -8.09125 -0.6 -0.3 0.2 0.014
C -3.42596 -2.19715 -8.24614 -0.1 0.7 1.9 -0.016
C -3.88163 -2.87697 -7.07306 -0.7 -2.2 -3.2 0.019
C -3.95663 -2.31462 -5.87890 0.8 1.8 0.5 -0.008
C -3.52532 -0.94880 -5.72332 -1.3 -2.0 2.0 0.044
H -3.02178 0.12269 2.50587 0.2 0.0 0.3 0.000
H -4.48792 0.58917 1.63207 0.6 -0.1 -0.3 0.000
H -2.98381 1.56149 1.44831 0.0 0.1 0.3 0.000
H -2.96606 -2.18795 2.29466 0.3 0.4 1.5 -0.001
H -3.82442 -4.36884 1.90828 0.0 -0.7 -0.1 0.002
H -4.32672 -5.07715 -0.57680 0.3 0.0 0.5 -0.001
H -3.90673 -3.40534 -2.33430 -0.4 -0.6 -0.8 0.005
H -2.13743 2.58857 -5.12607 -0.4 -0.3 -0.5 -0.003
H -2.52818 1.62335 -7.49289 0.5 0.8 -0.6 0.007
H -2.90274 -0.23172 -8.89981 0.6 0.5 -1.2 0.001
H -3.36972 -2.79209 -9.12846 0.0 0.2 -0.8 -0.002
H -4.31226 -3.88906 -7.30889 0.7 0.8 0.8 0.001
H -4.24555 -2.87682 -5.03874 -0.5 -0.4 0.9 0.000
O -0.38370 -0.42906 -0.61517 -0.5 -0.6 0.7 -0.002
N 0.68709 -0.90693 -1.14842 0.3 1.0 -0.9 0.015
N 0.74056 -0.50340 -2.36881 0.0 -0.8 0.0 0.004
O -0.25866 0.07840 -2.90201 -1.8 1.1 0.1 -0.004
C 1.83509 -0.73050 -3.24874 2.1 0.3 -0.4 0.000
C 3.06828 -1.17259 -2.67101 -1.9 0.3 -0.6 0.001
C 4.14498 -1.41982 -3.50070 -0.8 0.4 -0.4 0.000
C 4.04199 -1.19220 -4.88984 0.7 -0.2 0.4 0.001
C 2.88811 -0.67554 -5.42252 -1.5 0.4 0.1 0.000
C 1.76047 -0.35086 -4.59580 1.7 -1.8 0.3 0.001
H 2.95001 -1.27072 -1.59265 0.9 -0.4 -0.2 0.000
H 5.06979 -1.77428 -3.12445 0.7 -0.3 0.5 0.000
H 4.91970 -1.40279 -5.52574 -0.7 0.1 0.4 0.000
H 2.77574 -0.56003 -6.51100 0.2 0.2 0.6 0.000
H 0.87230 0.01201 -5.04043 -0.8 0.4 -0.2 0.000
O -0.21104 6.25033 -0.35127 1.6 -0.6 0.3 0.003
C -0.59986 4.95792 -0.50718 -1.9 1.9 0.6 0.006
C 0.25381 3.91091 -0.64005 1.0 0.0 0.0 -0.001
C -0.26599 2.66823 -0.69733 1.3 -1.8 -0.3 0.007
N -1.55210 2.42137 -0.73942 -0.8 -1.0 0.1 0.006
C -2.38191 3.43945 -0.63206 -0.3 0.2 -0.1 0.005
Br -4.20169 3.15061 -0.73283 -1.0 -0.6 -0.1 0.002
C -1.99997 4.72670 -0.46847 1.3 1.0 0.0 0.000
H 0.75634 6.22553 -0.11448 -1.3 0.3 -0.5 0.000
H 1.31563 3.94084 -0.75058 0.6 0.7 0.2 0.000
H 0.44835 1.81373 -0.74781 -0.9 0.6 0.0 0.000
H -2.75156 5.50985 -0.34149 0.6 -0.2 -0.1 0.000
C 2.66070 -1.55438 1.72523 -1.4 -1.5 -0.1 0.000
C 2.79725 -0.18457 2.25995 1.0 2.4 0.6 0.000
C 2.52364 0.81827 1.11436 0.2 -2.4 -0.5 0.000
C 4.26541 0.03498 2.66280 -0.6 2.9 -0.2 0.000
Si 1.79476 0.11906 3.85923 -0.5 0.1 -0.1 0.000
Br -0.35979 0.10872 3.20061 -0.2 0.1 -0.3 0.000
C 1.78130 -1.32559 5.12587 0.3 -1.0 0.5 0.000
C 0.86750 -1.00820 6.29687 -1.6 0.4 -0.3 0.000
C 1.27339 -2.63438 4.45941 -0.5 0.7 -0.3 0.000
C 3.12880 -1.68611 5.80073 -0.2 -1.0 0.3 0.000
C 2.02749 1.88467 4.61790 1.9 -2.1 0.9 0.000
C 2.38735 2.92630 3.60387 0.3 2.4 0.9 0.000
C 0.80796 2.39342 5.30630 -0.9 0.4 1.0 0.000
C 3.22753 1.74038 5.62824 -1.2 0.6 1.1 0.000
H 3.05646 -1.75606 0.71038 -0.2 0.6 0.3 0.000
H 1.57446 -1.83901 1.75599 1.0 -0.2 -0.3 0.000
H 3.23678 -2.18598 2.37794 0.0 -0.8 0.3 0.000
H 3.06416 0.28926 0.25981 -0.8 1.4 0.6 0.000
H 2.82244 1.82077 1.26016 0.7 0.9 0.2 0.000
H 1.46422 0.81752 0.96646 -0.7 0.0 -0.7 0.000
H 4.84442 -0.27005 1.81826 0.9 0.0 -0.5 0.000
H 4.52183 -0.51735 3.50401 0.7 -1.3 1.5 0.000
H 4.48632 1.14240 2.95958 -0.3 -1.9 -0.9 0.000
H -0.19958 -0.88906 6.00348 0.6 -0.1 0.0 0.000
H 1.16117 -0.07048 6.71531 0.2 0.6 0.6 0.000
H 0.87463 -1.75167 7.09666 0.3 -0.2 -0.2 0.000
H 0.30233 -2.54614 3.92448 0.6 0.1 0.4 0.000
H 1.16280 -3.39218 5.21886 -0.1 -0.3 0.4 0.000
H 2.00779 -2.97924 3.75767 0.2 -0.4 -0.3 0.000
H 3.56376 -0.91159 6.41017 0.2 0.5 -0.1 0.000
H 3.85675 -2.06927 5.10037 0.4 0.1 -0.3 0.000
H 2.98224 -2.53115 6.52440 -0.2 0.5 -0.6 0.000
H 1.49045 3.21046 3.06627 -0.1 0.0 -0.6 0.000
H 3.20920 2.74895 2.92947 0.2 -0.3 0.0 0.000
H 2.65775 3.88416 4.18818 -0.3 -1.2 -0.8 0.000
H 0.13887 2.63675 4.45943 -0.4 0.1 1.1 0.000
H 1.11401 3.30524 5.86415 -0.4 -0.1 -0.5 0.000
H 0.32691 1.75296 6.09944 0.4 0.3 -1.2 0.000
H 4.10392 1.37786 5.12277 0.6 -0.1 0.0 0.000
H 3.01901 1.13235 6.55156 0.0 0.2 -1.2 0.000
H 3.41205 2.74081 6.07203 0.2 -0.2 -0.5 0.000
```
Forces are in eV/Å.

Summary:
Gap between HOMO and LUMO (alpha / beta): 5.63 / 6.89 eV
HOMO (alpha / beta): -5.66 / -6.94 eV
⟨S²⟩: 2.042
Relative energy (zero: lowest compared OMol25 entry of this formula, charge and spin): 17.7 kcal/mol
2S+1: 3


[5]
The molecule C5H11N at a distorted geometry, computed with wB97M-V/def2-TZVPD.

The geometry in XYZ format:
```
17
Properties=species:S:1:pos:R:3:forces:R:3:nbo_charge:R:1
C 1.43348 -1.44176 0.48550 2.5 -2.3 1.3 -0.439
N 0.87753 -0.31121 -0.28929 -3.8 -2.9 1.8 -0.415
C 0.51377 0.67237 0.67950 1.5 4.6 0.2 -0.253
C -0.48450 1.64752 -0.00460 -3.2 1.7 1.8 -0.402
C -1.33191 0.60633 -0.81780 0.4 -0.3 -2.6 -0.447
C -0.61652 -0.67855 -0.57537 0.1 -1.5 -2.2 -0.269
H 2.42382 -1.11030 1.22203 -2.8 -0.8 -2.3 0.200
H 0.69184 -2.02523 1.21500 1.2 1.6 -1.4 0.184
H 1.80815 -2.27577 -0.24909 -0.5 1.7 1.4 0.210
H -0.00319 0.39561 1.58554 0.1 -1.0 0.4 0.181
H 1.45578 1.20573 0.94083 -0.6 -0.1 0.3 0.202
H -1.17260 2.33850 0.69913 1.7 -1.9 -0.7 0.208
H -0.13642 2.46095 -0.66443 0.5 -0.9 0.0 0.215
H -2.42908 0.14889 -0.94549 1.7 2.6 0.8 0.231
H -0.92668 0.87891 -1.81757 -1.2 -0.2 0.0 0.202
H -1.31614 -1.27540 0.04415 1.6 0.0 1.4 0.189
H -0.78733 -1.23659 -1.50802 1.0 -0.2 -0.1 0.201
```
Forces are in eV/Å.

Summary:
Gap between HOMO and LUMO: 10.84 eV
HOMO: -9.72 eV
SMILES string: CN1CCCC1
Relative energy (zero: lowest compared OMol25 entry of this formula, charge and spin): 78.7 kcal/mol


[6]
A structure of composition C13H23ClNPmTi at a distorted geometry, computed with wB97M-V/def2-TZVPD.

The geometry in XYZ format:
```
40
Properties=species:S:1:pos:R:3:forces:R:3:lowdin_spin:R:1
Pm -0.12729 0.07618 -4.91533 -0.5 0.3 0.9 4.795
Cl 0.45591 -2.18691 -3.99002 0.3 -1.0 0.5 0.028
C 1.82157 1.35409 -4.58394 0.6 0.5 -0.2 0.027
C -1.74782 -0.85394 -6.34959 0.4 0.0 -0.6 0.035
H 1.93278 1.76879 -5.60580 0.4 0.1 0.4 0.024
H 1.92070 2.11773 -3.80562 0.2 0.0 -0.2 0.003
H 2.52534 0.51858 -4.41204 0.1 0.3 -0.1 0.004
H -1.80011 -0.17102 -7.21315 -0.4 -0.8 0.0 0.019
H -2.64692 -1.03248 -5.76531 -0.3 -0.1 -0.3 0.009
H -1.08126 -1.75898 -6.43995 -0.8 0.6 -0.4 0.008
Ti -1.24261 -0.01828 0.09124 -0.1 1.4 -1.3 0.977
C -2.99331 -1.09176 -0.16877 -0.8 -0.6 0.2 0.016
C -1.31289 1.95136 -0.43394 -0.2 -3.0 1.8 -0.055
H -3.75078 -0.49815 -0.70721 0.1 -0.2 0.2 0.004
H -2.92010 -2.10404 -0.60327 -0.1 0.3 0.2 0.005
H -3.27610 -1.15963 0.90912 -0.2 -0.2 -0.4 0.015
H -2.04051 2.29358 -1.08139 -1.6 1.0 -1.4 -0.007
H -0.32700 1.99242 -0.80414 1.8 0.7 -0.5 -0.005
C -0.69750 1.45443 3.75960 -0.2 -0.4 0.1 0.009
N 0.38139 1.69720 2.86318 0.0 0.3 -0.7 0.001
C 1.53343 2.39893 3.28145 0.3 -0.1 0.6 0.001
C 0.47288 0.92608 1.63487 -1.2 0.7 1.0 0.033
C 0.76763 -0.54924 1.77154 0.5 0.2 0.2 0.010
C 1.39177 -1.07503 2.90204 -0.5 -0.8 -0.5 0.002
C 1.61232 -2.46263 2.90335 0.5 0.7 0.7 0.001
C 1.29521 -3.24697 1.79768 -0.2 -1.0 -0.8 0.000
C 0.67972 -2.69709 0.63961 0.7 0.9 1.9 0.003
C 0.39822 -1.31383 0.66447 -0.2 -0.5 -0.9 0.006
H -0.66766 2.21680 4.54689 -0.2 -0.2 0.0 0.000
H -0.63743 0.44956 4.22587 -0.1 0.2 0.1 0.001
H -1.67960 1.50773 3.24228 0.5 0.0 0.1 0.008
H 2.27662 1.72236 3.74382 0.3 0.3 0.1 0.000
H 2.01743 2.88825 2.42617 -0.1 0.0 0.2 0.000
H 1.24423 3.15573 4.02454 0.2 0.0 -0.1 0.000
H -0.64622 1.21263 1.28899 1.7 0.3 -0.1 0.022
H 1.20911 1.45784 0.99557 -0.7 -0.5 0.0 0.003
H 1.61644 -0.42403 3.74239 0.1 -0.3 0.0 0.000
H 2.09229 -2.88530 3.80122 -0.3 -0.1 -0.6 0.000
H 1.52241 -4.34277 1.85171 -0.2 1.0 -0.1 0.000
H 0.42773 -3.28821 -0.22814 0.0 -0.2 0.0 0.001
```
Forces are in eV/Å.

Summary:
Gap between HOMO and LUMO (alpha / beta): 3.27 / 5.18 eV
HOMO (alpha / beta): 1.43 / -0.55 eV
⟨S²⟩: 12.031
Relative energy (zero: lowest compared OMol25 entry of this formula, charge and spin): 70.1 kcal/mol
Total charge: -2
2S+1: 7